[1]
86
Properties=species:S:1:pos:R:3 method="wB97M-V/def2-TZVPD" de_lowest_kcal_mol=15.8 spin_multiplicity=1 lumo_energy_ev=3.356 gap_ev=4.33 homo_energy_ha=-0.036 total_charge=-2
Sn -1.0774 -0.2320 -1.7703
N -1.0465 6.8844 6.1832
C -0.9933 6.0573 5.3819
C -0.9411 5.0414 4.4156
C -0.4193 5.2931 3.1393
C -0.4063 4.2967 2.1894
C -0.9331 3.0351 2.4719
C -1.4309 2.7801 3.7515
C -1.4327 3.7634 4.7153
C -1.0076 2.0186 1.4047
C -2.2884 1.7354 0.9298
C -3.5072 2.3031 1.4107
C -4.5138 1.7827 0.6401
C -3.8883 0.9253 -0.2849
N -2.5778 0.8950 -0.1185
C 0.2012 1.4654 0.9730
C 1.4768 1.7051 1.5559
C 2.3613 0.8841 0.8950
C 1.6069 0.1911 -0.0598
N 0.3321 0.5296 -0.0150
H -0.0417 6.2779 2.9046
H -0.0140 4.4877 1.2010
H -1.8154 1.7963 3.9796
H -1.8185 3.5638 5.7053
H -3.6041 3.0103 2.2162
H -5.5688 1.9818 0.6999
H -4.3714 0.3556 -1.0632
H 1.6889 2.3821 2.3647
H 3.4209 0.7865 1.0572
H 1.9590 -0.5313 -0.7687
Se -2.1391 1.3800 -3.7003
Se -4.2335 0.3823 -3.9676
Se -3.8599 -1.7175 -4.8688
Se -3.8677 -3.3047 -3.2383
C 0.3085 -3.8400 -2.8458
C 1.0970 -2.6967 -3.4033
C 2.1761 -2.8880 -4.2482
C 2.8314 -1.7614 -4.7491
C 2.4369 -0.5106 -4.3622
C 1.3779 -0.3779 -3.4309
N 0.7254 -1.4855 -3.0166
N 0.9384 0.7546 -2.8966
Si 1.6057 2.3170 -3.0628
C 1.0785 3.1941 -4.6894
C 3.5296 2.3477 -3.0760
C 1.0635 3.3714 -1.5754
H 0.5494 -4.7697 -3.3554
H -0.7598 -3.6425 -2.9355
H 0.5333 -3.9449 -1.7824
H 2.4873 -3.8852 -4.5268
H 3.6508 -1.8865 -5.4502
H 2.8981 0.3791 -4.7583
H 1.3752 2.5935 -5.5456
H 1.5183 4.1836 -4.8037
H -0.0022 3.2986 -4.7281
H 3.9291 2.2982 -4.0859
H 3.9204 1.4981 -2.5245
H 3.9291 3.2482 -2.6166
H 0.0213 3.1781 -1.3445
H 1.1732 4.4348 -1.7685
H 1.6463 3.1237 -0.6928
C 1.5927 -2.9093 3.5027
N 0.2589 -2.3385 3.4735
C -0.7173 -3.4106 3.5722
N -0.5587 -4.4359 2.5575
C 0.7959 -4.9458 2.6250
N 1.8279 -3.9261 2.4912
C 1.8273 -3.3438 1.1582
P 0.2118 -2.5111 0.6587
C 0.0592 -1.5549 2.2662
C -0.8798 -3.9248 1.2329
H 1.7436 -3.3760 4.4845
H 2.3263 -2.1074 3.3750
H -1.7195 -2.9821 3.4973
H -0.5994 -3.8769 4.5611
H 0.9330 -5.6915 1.8374
H 0.9330 -5.4250 3.6055
H 2.0562 -4.1362 0.4374
H 2.6320 -2.6011 1.1009
H -0.9356 -1.0995 2.2863
H 0.7990 -0.7496 2.2643
H -0.8088 -4.7428 0.5069
H -1.9117 -3.5580 1.2278
O -3.6616 -2.4810 0.1178
H -3.6474 -3.0175 -0.6893
H -3.8437 -1.5944 -0.2035

[2]
84
Properties=species:S:1:pos:R:3 method="wB97M-V/def2-TZVPD" spin_multiplicity=2 s_squared=0.789 lumo_energy_ev="-11.683 / -11.081" gap_ev="4.11 / 4.74" homo_energy_ha="-0.581 / -0.581" total_charge=+3
W -0.1434 -0.2439 0.1088
C 0.7568 4.5024 2.8393
C 0.2051 3.5728 1.8233
C 0.6964 3.6054 0.5113
C 0.1227 2.8662 -0.5127
C 0.5805 3.0750 -1.9064
C -0.9638 1.9773 -0.2131
C -1.5250 1.9917 1.0997
C -2.9806 1.6662 1.2908
C -0.8854 2.7522 2.1023
H 1.8215 4.6709 2.6995
H 0.5634 4.1763 3.8554
H 0.2701 5.4724 2.7136
H 1.4940 4.2945 0.2786
H 1.4807 2.4816 -2.0918
H 0.8510 4.1144 -2.0764
H -0.1749 2.7701 -2.6263
H -1.6281 1.7394 -1.0521
H -3.3699 0.9933 0.5305
H -3.5281 2.6067 1.1870
H -3.2090 1.2959 2.2860
H -1.3263 2.7968 3.0869
N 0.7312 -2.1857 -1.0216
C 1.8867 -3.0429 -0.8226
C 1.9325 -4.2390 -1.5207
C 3.0681 -5.0371 -1.5019
C 4.1559 -4.6646 -0.7193
C 4.1095 -3.4959 0.0082
C 2.9979 -2.6362 -0.0459
C 2.9876 -1.3557 0.6506
C 4.1261 -0.8293 1.2963
C 4.1114 0.4090 1.9059
C 2.9560 1.1896 1.9307
C 1.8245 0.6575 1.3324
C 1.8249 -0.5764 0.7071
H 1.0129 -1.5564 -1.7889
H -0.0122 -2.7806 -1.4030
H 1.0918 -4.5426 -2.1276
H 3.1108 -5.9230 -2.1153
H 5.0427 -5.2784 -0.7011
H 4.9556 -3.2427 0.6258
H 5.0468 -1.3885 1.2974
H 5.0101 0.7765 2.3752
H 2.9464 2.1515 2.4157
H 0.8260 1.1591 1.4137
C -1.4492 -1.3817 -3.4548
C -2.2657 -1.3837 -2.2189
N -1.9100 -1.1729 -0.9383
C -3.0682 -1.3686 -0.2030
C -4.1016 -1.6703 -1.0324
N -3.5743 -1.6743 -2.2827
H -0.5454 -0.7813 -3.3450
H -2.0514 -0.9754 -4.2729
H -1.1751 -2.3971 -3.7504
H -3.0919 -1.2955 0.8666
H -5.1354 -1.8665 -0.8277
H -4.0913 -1.8767 -3.1283
C -0.7421 -2.8627 2.0351
C -0.7167 -3.7831 3.3039
N -0.7579 -2.9283 4.4503
C 0.4704 -2.2146 4.6049
C 0.7098 -1.4194 3.2779
N -0.5039 -1.4542 2.4306
C -1.6176 -0.9956 3.2869
C -1.8849 -2.0467 4.4137
H -1.7183 -2.9380 1.5532
H 0.0360 -3.1844 1.3376
H 0.1891 -4.3878 3.3381
H -1.5748 -4.4568 3.3141
H 1.2855 -2.9205 4.7672
H 0.4110 -1.5534 5.4700
H 1.5330 -1.8727 2.7265
H 0.9604 -0.3833 3.5149
H -2.5268 -0.8578 2.7043
H -1.3374 -0.0343 3.7242
H -2.7882 -2.6279 4.2204
H -2.0006 -1.5459 5.3761
F 0.4139 0.2939 -1.7754
As 0.2964 0.7134 -5.4408
F -0.9725 0.0331 -6.3649
F 1.0375 -0.8746 -5.3963
F 0.8830 1.7807 -6.5482
F 1.4119 1.1259 -4.1802
F -0.9588 1.4819 -4.4687